Entry 1:
14
Properties=species:S:1:pos:R:3:forces:R:3:nbo_charge:R:1 method="wB97M-V/def2-TZVPD" energy_ha=-382.57979 orbital_gap_ha=0.354 multiplicity=1
C 2.19802 -0.39114 -0.28140 -1.9 1.1 -0.7 0.41
C 0.79166 0.11250 -0.32962 0.2 -0.1 0.0 -0.17
C 0.14767 1.27750 -0.13756 1.1 2.0 -0.7 -0.11
C -1.30825 0.79653 -0.09602 -0.8 1.6 2.0 0.03
C -1.13491 -0.44215 0.84704 -0.2 -0.2 2.2 -0.39
C -0.38194 -0.83712 -0.42100 -0.4 0.5 0.8 0.03
H 2.31703 -1.43908 -0.48881 0.0 -1.1 -0.1 0.11
H 0.51836 2.37147 -0.18401 -0.6 -2.2 0.5 0.24
H -2.15113 1.53220 0.09772 1.1 -0.9 -0.7 0.21
H -0.46806 -0.38570 1.78550 -1.2 0.2 -1.4 0.20
H -2.10315 -0.96837 1.09051 1.0 0.4 -0.6 0.22
H -0.17202 -1.84946 -0.60942 -0.1 -1.3 -0.9 0.20
O 3.13232 0.30809 -0.07790 1.6 1.0 0.5 -0.49
O -1.38560 -0.08527 -1.19505 0.2 -0.9 -0.8 -0.49


Entry 2:
14
Properties=species:S:1:pos:R:3:forces:R:3:nbo_charge:R:1 method="wB97M-V/def2-TZVPD" energy_ha=-382.57537 orbital_gap_ha=0.272 multiplicity=1
C -2.16216 -1.02828 -0.35668 -1.9 1.4 1.4 -0.24
O -1.39491 0.19604 -0.62523 -1.9 0.3 -0.4 -0.49
C -0.16842 0.44811 -0.19419 -2.4 3.1 -2.0 0.23
C 0.56436 1.58704 -0.43552 0.6 -3.3 2.3 -0.31
C 1.89469 1.17067 0.27022 0.1 5.8 -0.2 -0.10
C 1.88267 -0.05803 0.66343 3.1 -3.2 1.9 -0.38
C 0.53226 -0.62057 0.40534 2.0 -5.0 -0.4 0.48
O 0.11649 -1.80628 0.36382 1.9 3.1 1.1 -0.49
H -3.22561 -0.85976 -0.84935 2.3 -0.1 1.1 0.19
H -2.26148 -1.23596 0.81084 0.1 0.5 -2.6 0.19
H -1.62805 -1.80646 -0.83325 -0.1 -1.0 -0.3 0.21
H 0.30579 2.51073 -0.89690 -0.1 0.3 -0.2 0.24
H 2.66230 1.99967 0.64163 -1.3 -2.1 -1.5 0.23
H 2.88207 -0.49694 1.03584 -2.3 0.2 -0.2 0.24


Entry 3:
14
Properties=species:S:1:pos:R:3:forces:R:3:nbo_charge:R:1 method="wB97M-V/def2-TZVPD" energy_ha=-382.46037 orbital_gap_ha=0.296 multiplicity=1
C 1.88598 -0.52254 -0.01860 1.6 -2.6 -0.3 -0.66
C 0.45616 -0.11906 0.01306 -3.5 0.4 0.6 0.02
C -0.67649 -0.03732 -1.22348 1.3 1.3 -0.9 -0.47
C -1.73096 -0.83363 -0.82611 0.0 0.2 -0.5 0.26
O -1.89776 -1.03920 0.45792 0.6 0.5 0.6 -0.40
C -0.84303 -0.23001 0.95379 2.9 0.6 2.8 0.00
C -0.48828 0.95080 0.14143 0.3 0.8 0.2 0.29
O -0.57300 2.40615 0.43975 0.6 -2.8 -1.6 -0.69
H 2.55751 0.29366 -0.11051 0.4 1.2 0.0 0.23
H 2.07181 -1.09015 -1.01002 -0.4 0.5 1.8 0.25
H 2.38942 -1.15750 0.88827 -2.0 1.3 -2.1 0.24
H -2.46463 -1.27549 -1.48547 -0.1 -0.2 0.1 0.21
H -0.56278 -0.26552 2.06061 -1.3 -0.2 -1.5 0.22
H -0.12395 2.91983 -0.28063 -0.5 -1.0 0.7 0.49


Entry 4:
14
Properties=species:S:1:pos:R:3:forces:R:3:nbo_charge:R:1 method="wB97M-V/def2-TZVPD" energy_ha=-382.51067 orbital_gap_ha=0.367 multiplicity=1
C 1.91779 1.19614 0.39157 3.0 1.0 1.7 0.51
C 0.56799 0.69369 -0.19321 1.2 2.9 0.9 -0.40
C -0.48143 0.37199 0.87941 1.6 -2.1 -3.1 0.13
C -1.92194 -0.50079 -0.62540 -2.8 1.2 3.0 0.09
C -0.86823 -1.16250 -0.92844 4.2 1.2 3.2 -0.25
C 0.32578 -0.71290 0.07662 -1.9 -1.8 -1.6 -0.27
H 2.28126 -0.18754 0.83405 0.5 4.1 -0.4 0.01
H 0.22277 1.07642 -1.13479 0.0 0.6 -0.2 0.26
H -0.40530 0.43114 1.88055 1.1 0.8 3.2 0.21
H -2.94562 -0.76009 -0.88203 0.2 0.9 -0.3 0.22
H -0.70956 -1.72244 -1.75436 0.3 -2.0 -2.2 0.22
H 1.24760 -1.35745 0.34861 -2.0 0.8 -0.2 0.25
O 2.57000 2.29551 0.54677 -4.1 -6.4 -1.2 -0.51
O -1.80111 0.33882 0.56065 -1.4 -1.2 -2.8 -0.47